Arrangement w

ORCA calculation (ωB97M-V/def2-TZVPD) on one molecule with the formula C4H10NO2.

```
17
Properties=species:S:1:pos:R:3
O 0.03166 1.00184 2.30958
C 0.96025 0.57605 1.65099
C 0.60897 -0.28836 0.46936
C -0.89803 -0.00205 0.08541
C -1.54812 -0.69272 -1.03848
O -0.61575 1.43287 -0.10303
N 1.62325 -0.13693 -0.58789
H 2.00505 0.70007 1.95601
H 0.65488 -1.36982 0.72795
H -1.43248 -0.22477 1.02288
H -2.30152 -0.05796 -1.43727
H -0.98786 -1.21839 -1.85689
H -2.20246 -1.45523 -0.53318
H -1.45801 1.96948 0.00710
H 1.15115 -0.37125 -1.45974
H 2.48894 -0.69913 -0.50727
H 1.92009 0.83631 -0.70553
```

Output
* expectation value of S²: 0.75
* Kohn-Sham gap (spin up / spin down): 0.1675 / 0.3429 Ha
* charge: 0
* HOMO (spin up / spin down): -3.86 / -8.86 eV
* multiplicity: 2



Arrangement x

ORCA calculation (ωB97M-V/def2-TZVPD) on one molecule with the formula C4H10NO2.

```
17
Properties=species:S:1:pos:R:3
C 0.59082 0.42590 -1.48359
O 0.19289 -0.16219 -2.70056
C 0.55800 -0.60262 -0.30818
C 0.72444 0.15406 1.04568
C -0.60354 0.57379 1.71035
O -1.59160 1.06786 0.81040
N -0.74394 -1.19015 -0.40924
H -0.01221 1.28618 -1.18770
H 1.63680 0.66162 -1.68292
H -0.59496 -0.70052 -2.60890
H 1.41883 -1.24203 -0.51835
H 1.26214 1.05574 0.75338
H 1.16912 -0.48699 1.80480
H -1.02532 -0.29993 2.22370
H -0.41274 1.32972 2.47011
H -0.86011 -2.17523 -0.17221
H -1.70861 0.30478 0.25324
```

Output
* expectation value of S²: 0.75
* Kohn-Sham gap (spin up / spin down): 0.3956 / 0.3141 Ha
* charge: 0
* HOMO (spin up / spin down): -9.95 / -9.85 eV
* multiplicity: 2



Least stable = arrangement w



Arrangement w

ORCA calculation (ωB97M-V/def2-TZVPD) on a 11-piece molecular cluster, C11H44N10O11 overall.

```
76
Properties=species:S:1:pos:R:3
N 13.76153 7.81304 14.78006
C 13.17671 9.02700 14.93310
N 12.12529 9.23740 14.08437
O 13.51118 9.88546 15.75371
H 13.27745 7.12316 14.23657
H 14.46914 7.41643 15.37151
H 12.17189 8.74457 13.21219
H 11.73655 10.15491 14.22834
N 13.92632 12.81109 16.89364
C 15.30231 12.77756 16.98299
N 15.87245 11.71569 16.35588
O 15.93114 13.62354 17.61189
H 13.55652 13.55876 17.45194
H 13.42940 12.15122 16.32702
H 16.86788 11.86973 16.31642
H 15.31868 11.04030 15.86188
N 11.47468 5.79742 15.83217
C 10.27100 5.16040 15.79161
N 10.29137 3.92884 15.23115
O 9.25689 5.69633 16.25128
H 12.24550 5.44536 15.30316
H 11.56775 6.63953 16.37388
H 11.16180 3.54459 14.92588
H 9.46891 3.35514 15.22807
N 7.28825 12.33126 16.93459
C 6.06475 11.71639 16.89361
N 5.54340 11.46878 18.15386
O 5.49024 11.32302 15.89450
H 7.52929 12.73649 17.81854
H 7.56541 12.76470 16.07041
H 4.69711 10.92946 18.17692
H 5.86387 11.87023 19.01220
N 13.49697 14.91222 22.59118
C 13.28496 13.56661 22.48571
N 13.09198 13.07290 21.24866
O 13.29150 12.78994 23.45498
H 14.00652 15.16573 23.42129
H 13.63616 15.40320 21.72942
H 13.00284 13.60330 20.40529
H 12.98152 12.05065 21.24629
C 9.65078 6.06689 19.80106
O 9.56472 5.30035 21.00599
H 8.68336 6.19819 19.31628
H 10.14778 7.02328 19.97019
H 10.25416 5.49674 19.09292
H 9.13701 5.89534 21.62933
C 10.62565 12.97876 14.97770
O 9.89829 12.59694 13.81349
H 10.78001 14.06021 14.98589
H 10.02818 12.81365 15.88410
H 11.55174 12.43902 15.14872
H 9.11140 13.14885 13.80665
C 9.09034 9.01724 15.70605
O 9.55778 8.42041 16.91265
H 8.14364 8.59035 15.37389
H 9.09015 10.09687 15.80088
H 9.74058 8.70439 14.88450
H 9.29307 7.48658 16.99905
C 12.58339 9.57643 21.88157
O 13.07879 10.28562 20.74139
H 12.64285 10.26487 22.72938
H 11.52158 9.33479 21.76283
H 13.13352 8.64680 22.02751
H 12.35923 10.32718 20.09562
C 8.23813 9.49782 20.44702
O 7.68324 8.28930 20.92109
H 9.32884 9.49432 20.50289
H 7.98574 9.58803 19.38853
H 7.83522 10.40787 20.90515
H 8.03157 8.09940 21.79590
C 11.04016 10.90328 18.05567
O 11.21106 9.60548 18.61466
H 11.49616 10.99068 17.06753
H 9.97501 11.05188 17.83827
H 11.39049 11.62306 18.78961
H 10.74006 8.98106 18.01723
```

Output
* Kohn-Sham gap: 0.3314 Ha
* charge: 0
* HOMO: -9.22 eV
* multiplicity: 1



Arrangement x

ORCA calculation (ωB97M-V/def2-TZVPD) on a 11-piece molecular cluster, C11H44N10O11 overall.

```
76
Properties=species:S:1:pos:R:3
N -23.12703 -20.70850 -14.14591
C -23.36355 -20.58933 -12.80544
N -22.21040 -20.45450 -12.07022
O -24.47422 -20.64524 -12.30137
H -22.18518 -20.74813 -14.50917
H -23.90338 -20.65057 -14.77874
H -21.32404 -20.45776 -12.54638
H -22.26214 -20.45528 -11.07092
N -24.57181 -17.36231 -18.93416
C -24.93299 -18.14576 -17.86431
N -24.94616 -17.51806 -16.65940
O -25.21249 -19.32515 -17.99890
H -24.47463 -16.37266 -18.80632
H -24.23792 -17.81587 -19.76161
H -25.10082 -18.07080 -15.83487
H -24.56206 -16.59868 -16.48385
N -24.37816 -16.87394 -10.17859
C -23.83918 -16.46913 -11.35605
N -22.49907 -16.66434 -11.49236
O -24.48736 -15.86763 -12.20715
H -23.80948 -17.34945 -9.50175
H -25.36915 -16.85620 -10.03455
H -22.04153 -16.21652 -12.26372
H -22.01988 -17.34453 -10.93163
N -21.52617 -13.61782 -11.93653
C -20.21157 -13.95282 -11.73308
N -19.73666 -14.61749 -12.84409
O -19.60898 -13.93060 -10.67327
H -22.13967 -13.31784 -11.20398
H -21.65929 -13.40138 -12.91324
H -18.86594 -15.09502 -12.69977
H -20.32393 -14.88787 -13.61661
N -18.33104 -18.41957 -13.06270
C -17.60097 -19.54315 -12.82062
N -16.47966 -19.36181 -12.06276
O -17.95911 -20.65252 -13.20541
H -18.98366 -18.41781 -13.83782
H -18.01606 -17.49064 -12.84290
H -16.29982 -18.47909 -11.62210
H -15.88378 -20.14721 -11.88387
C -21.69320 -12.39845 -15.51441
O -21.65947 -13.72146 -15.00682
H -22.07125 -11.68850 -14.76296
H -20.69965 -12.03282 -15.76139
H -22.41637 -12.32793 -16.32874
H -22.50260 -14.15973 -15.18320
C -19.89816 -20.95554 -15.95840
O -20.25890 -21.08828 -14.58020
H -19.63519 -21.94336 -16.34714
H -20.75437 -20.59555 -16.52508
H -19.02984 -20.29878 -16.03065
H -19.42331 -21.13859 -14.07643
C -20.15811 -16.77561 -18.23664
O -20.47563 -15.95198 -17.10792
H -20.76949 -16.47709 -19.09119
H -19.11926 -16.60841 -18.53397
H -20.32690 -17.80880 -17.95304
H -20.12826 -15.06185 -17.23834
C -21.69409 -17.81116 -14.67814
O -20.40363 -17.22454 -14.81948
H -21.74884 -18.61805 -15.41886
H -21.87836 -18.25212 -13.70443
H -22.49054 -17.10918 -14.94706
H -20.39865 -16.73816 -15.67270
C -25.42274 -14.32740 -15.54718
O -24.31785 -15.11621 -15.11634
H -25.41884 -14.24438 -16.63093
H -26.35131 -14.81691 -15.23950
H -25.43946 -13.35028 -15.05882
H -24.52708 -15.58698 -14.29575
C -17.53928 -15.24650 -15.88881
O -18.54743 -14.26020 -15.98742
H -16.78414 -14.99608 -15.13571
H -17.97249 -16.19820 -15.55164
H -17.06006 -15.40377 -16.85015
H -18.95504 -14.13134 -15.12326
```

Output
* Kohn-Sham gap: 0.3515 Ha
* charge: 0
* HOMO: -9.36 eV
* multiplicity: 1



Least stable = arrangement w



Arrangement w

ORCA calculation (ωB97M-V/def2-TZVPD) on one molecule with the formula C2H5NOS.

```
10
Properties=species:S:1:pos:R:3
C 1.93846 -0.27300 0.19491
S 0.47731 0.99350 0.12810
C -0.77064 -0.24532 -0.36246
N -2.04843 -0.11934 -0.31147
O -2.60173 1.11414 -0.01517
H 1.65974 -1.00026 0.94767
H 2.38701 -0.59157 -0.80144
H 2.76674 0.34332 0.61245
H -0.25321 -1.20520 -0.58182
H -3.55527 0.98374 0.18924
```

Output
* Kohn-Sham gap: 0.3553 Ha
* charge: 0
* HOMO: -8.79 eV
* multiplicity: 1



Arrangement x

ORCA calculation (ωB97M-V/def2-TZVPD) on a 2-piece molecular cluster, C2H5NOS overall.

```
10
Properties=species:S:1:pos:R:3
C -1.61542 -0.60018 -0.25924
C -0.93254 0.25085 0.42183
N 2.57081 1.00749 -0.04988
O 1.58078 -1.43066 -0.54139
S 1.58490 -0.11127 0.12643
H -2.62437 -1.02857 0.13990
H -1.24182 -0.95615 -1.26412
H -0.90091 0.69864 1.34350
H 2.81091 1.26551 -1.02388
H 1.88553 -0.37713 1.38665
```

Output
* Kohn-Sham gap (spin up / spin down): 0.2879 / 0.3018 Ha
* charge: 0
* HOMO (spin up / spin down): -8.70 / -8.68 eV
* multiplicity: 1



Least stable = arrangement x



Arrangement w

ORCA calculation (ωB97M-V/def2-TZVPD) on one molecule with the formula C3H9N3O.

```
16
Properties=species:S:1:pos:R:3
N 0.60516 0.13104 2.32720
C -0.67944 -0.48297 1.96485
C -0.65381 -1.11766 0.57495
N -0.85508 -0.06755 -0.43738
C 0.07647 0.43202 -1.30563
N 1.22646 -0.36145 -1.50155
O -0.02757 1.49629 -1.86696
H 1.37151 -0.28925 1.82348
H 0.66834 1.10654 2.04502
H -1.51702 0.20605 1.88494
H -0.86400 -1.22342 2.73930
H 0.22126 -1.63297 0.17494
H -1.45918 -1.84596 0.46505
H -1.80563 0.09622 -0.71765
H 1.81202 0.06367 -2.19696
H 1.73409 -0.67327 -0.69291
```

Output
* Kohn-Sham gap: 0.3750 Ha
* charge: 0
* HOMO: -9.40 eV
* multiplicity: 1



Arrangement x

ORCA calculation (ωB97M-V/def2-TZVPD) on a 2-piece molecular cluster, C3H9N3O overall.

```
16
Properties=species:S:1:pos:R:3
N -3.10576 0.64286 -0.60292
C -1.90437 0.21289 -0.53782
N -1.07031 0.22150 0.58305
N -1.32257 -0.35859 -1.66587
H -3.22233 1.38129 0.10445
H -1.54868 0.53156 1.41629
H -0.45407 -0.56679 0.73731
H -0.67991 -1.16187 -1.55047
H -2.07020 -0.62828 -2.29472
C 2.05949 0.87071 0.14867
C 2.80745 -0.17976 0.51327
O 2.29406 -1.12107 1.39058
H 2.46434 1.54529 -0.58607
H 1.14565 1.13426 0.68228
H 3.77356 -0.38638 0.02186
H 2.95417 -1.84396 1.39979
```

Output
* Kohn-Sham gap: 0.3417 Ha
* charge: 0
* HOMO: -8.75 eV
* multiplicity: 1



Arrangement y

ORCA calculation (ωB97M-V/def2-TZVPD) on one molecule with the formula C3H9N3O.

```
16
Properties=species:S:1:pos:R:3
C 2.71863 -0.09737 0.04424
N 1.30265 -0.27460 -0.16419
N 0.62208 0.96859 -0.22974
C -0.74318 0.92498 -0.09343
O -1.42146 1.87422 0.24932
N -1.18477 -0.40818 -0.06965
C -2.61701 -0.64287 -0.00357
H 3.13452 0.41790 -0.82755
H 3.18071 -1.08063 0.11259
H 2.98040 0.49220 0.93613
H 0.62479 -0.87660 0.56579
H 1.04466 1.77429 0.22801
H -0.70754 -0.98950 -0.75285
H -2.79939 -1.70092 0.16869
H -3.02980 -0.00834 0.77947
H -3.10528 -0.37317 -0.94326
```

Output
* Kohn-Sham gap: 0.3426 Ha
* charge: 0
* HOMO: -8.46 eV
* multiplicity: 1



Arrangement z

ORCA calculation (ωB97M-V/def2-TZVPD) on one molecule with the formula C3H9N3O.

```
16
Properties=species:S:1:pos:R:3
C 1.04982 -1.51984 -0.40263
N 0.56180 -0.26492 -0.94580
C -0.67004 0.33931 -0.57110
N -1.15027 1.27479 -1.51001
O -1.59770 -0.37566 0.18400
N -0.75460 0.82057 0.74995
C 0.04249 0.45713 1.88450
H 0.21496 -2.12491 -0.04486
H 1.55532 -2.07497 -1.19783
H 1.76881 -1.33704 0.40156
H 1.03666 0.15450 -1.73378
H -0.63305 2.03854 -1.92152
H -2.14978 1.44933 -1.47687
H 1.07568 0.78667 1.73349
H -0.00004 -0.61386 2.09461
H -0.35006 0.99036 2.75629
```

Output
* Kohn-Sham gap: 0.3449 Ha
* charge: 0
* HOMO: -8.37 eV
* multiplicity: 1



Least stable = arrangement z



Arrangement w

ORCA calculation (ωB97M-V/def2-TZVPD) on a 4-piece molecular cluster, C2H12O3S2 overall.

```
19
Properties=species:S:1:pos:R:3
C -1.27168 -0.06104 2.02535
S -0.68857 1.44171 1.26343
S -1.47710 1.18613 -0.62659
C -0.93706 2.83363 -1.21974
H -0.84046 -0.94721 1.56357
H -2.35403 -0.15529 2.02137
H -1.00510 -0.02758 3.06607
H 0.14177 2.82962 -1.22987
H -1.38888 3.52246 -0.57035
H -1.32208 2.98249 -2.22335
O -0.80311 -2.88174 -0.93112
H -0.56931 -1.98098 -0.67812
H 0.01035 -3.35028 -0.69637
O 2.08078 -2.23392 -1.14145
H 2.58738 -2.64287 -1.83863
H 2.43376 -1.38457 -0.86438
O 2.12235 0.06721 0.63156
H 2.08429 0.99930 0.87199
H 1.19670 -0.19709 0.57663
```

Output
* Kohn-Sham gap: 0.3199 Ha
* charge: 0
* HOMO: -8.30 eV
* multiplicity: 1



Arrangement x

ORCA calculation (ωB97M-V/def2-TZVPD) on a 4-piece molecular cluster, C2H12O3S2 overall.

```
19
Properties=species:S:1:pos:R:3
C -1.92102 1.38523 -2.29772
S -0.24307 1.03793 -1.59696
S -0.65464 0.21977 0.22468
C 0.43621 1.37165 1.16033
H -1.61084 2.13782 -3.04597
H -2.14860 0.52206 -2.91747
H -2.57843 1.87693 -1.59365
H 1.45239 1.14191 0.86564
H 0.16322 2.42226 1.10447
H 0.28232 1.05379 2.19885
O 0.44829 -3.63766 5.49107
H 0.80173 -4.53045 5.40160
H 0.83306 -3.30939 6.29738
O 1.83774 -1.53190 2.94939
H 2.19388 -1.14234 3.73776
H 0.89978 -1.40640 2.90133
O 0.67096 0.65020 -5.41435
H -0.27927 0.77570 -5.33111
H 0.75142 0.75764 -6.37157
```

Output
* Kohn-Sham gap: 0.3174 Ha
* charge: 0
* HOMO: -8.06 eV
* multiplicity: 1



Least stable = arrangement x